Record 1
Density functional theory data (ωB97M-V with the def2-TZVPD basis set) for 9 unconnected molecules or ions with the total composition C30H81N3O12 at a distorted geometry.

XYZ file:
```
126
Properties=species:S:1:pos:R:3:forces:R:3:lowdin_charge:R:1
O -7.1189 -5.8237 -1.0037 -1.65 0.34 0.69 -0.205
H -5.1761 -2.4074 -2.5545 -0.71 0.78 0.60 0.135
H -4.3357 0.2970 2.8004 0.96 0.56 -1.44 0.139
C 2.0930 3.1396 5.4795 3.23 0.53 1.98 -0.099
H 4.6539 -5.3086 0.9089 0.15 0.22 -0.74 0.110
H 2.2757 2.8775 -2.3045 -0.44 0.48 -2.69 0.114
O 1.4805 5.5945 1.3646 0.12 1.43 -0.43 -0.178
H -6.1151 -4.0714 -0.6446 -0.15 0.71 0.08 0.098
H -2.1102 4.3599 -1.7600 1.05 -1.19 -0.20 0.119
H -4.1804 3.4423 -2.7189 -0.34 0.99 -0.51 0.121
H 3.1072 -0.6615 3.7509 0.28 2.32 -0.88 0.100
H 5.6029 -5.3251 -0.5831 1.24 -0.92 -0.71 0.075
H -8.9742 -5.9807 -0.0733 -0.18 -0.72 0.15 0.071
H -3.4537 -4.6517 -2.8479 -0.98 -0.01 0.02 0.113
N 2.1197 -2.2064 1.6335 -3.62 2.26 -0.54 -0.056
C -1.6361 2.1058 1.6865 0.75 -1.97 -0.19 -0.181
H 2.9520 0.3177 0.1672 0.41 0.15 -0.51 0.100
H 2.9194 -3.0729 -0.5147 -0.49 -0.79 -1.94 0.094
H 5.2111 1.3190 -2.7474 0.35 -0.46 -0.33 0.092
O 0.8963 -0.2056 -3.6577 -0.74 0.43 -1.61 -0.075
C -8.1146 -5.3469 -0.0202 1.19 1.15 -2.22 -0.056
H -0.9012 4.6928 1.9949 0.01 -0.57 1.20 0.130
H 2.7550 3.9428 -3.7457 0.92 0.59 0.10 0.075
C -5.4733 -5.0525 -2.4534 -0.09 -1.04 -1.88 -0.229
H 3.8572 -1.4331 -2.9192 0.38 0.37 -0.70 0.109
H 0.7617 -2.1205 -0.8995 -0.39 -0.02 -1.27 0.094
H -2.2190 -2.6674 -2.4195 0.41 -1.24 -0.12 0.130
O 0.0327 2.6547 4.9070 -2.03 -0.53 -0.74 -0.063
C 2.7175 -1.5921 3.9959 0.64 -0.77 1.44 -0.258
H -2.7959 3.1835 -0.8358 0.40 -1.00 -0.43 0.084
H 1.9300 3.4701 6.4726 -0.63 1.02 0.91 0.081
C 2.8041 -0.8257 6.2383 1.17 -0.40 -0.56 -0.102
H 2.1238 -0.6298 7.0065 -1.07 0.32 1.24 0.068
H 2.9095 2.0949 0.2900 1.08 -0.02 1.51 0.123
H 1.8231 6.3026 -0.3517 -0.51 2.59 -1.88 0.057
H 2.0778 3.9321 4.7892 0.21 0.79 -0.85 0.053
H 1.0035 -1.3146 3.1514 -1.97 0.82 -0.27 0.092
H -0.3366 4.1114 0.6468 0.50 -0.39 -2.37 0.064
H 1.9654 -1.2303 -1.5014 1.86 1.41 0.24 0.030
H -2.9672 3.6352 -4.8028 -0.39 0.06 -1.06 0.080
C -2.8032 -0.4489 -1.1877 -1.51 -1.62 0.47 -0.054
H 2.4980 2.2102 -4.0636 1.01 0.19 0.70 0.077
H -4.1713 -3.0177 -1.1817 -0.29 0.06 1.67 0.102
H 1.1018 1.4736 6.0763 0.09 -0.93 0.62 0.102
H 3.0373 2.6633 5.6048 1.76 0.25 -0.32 0.071
O 0.3702 4.2504 -3.2068 -1.59 2.86 1.58 -0.043
C 1.2367 2.0609 5.1945 -0.89 -1.55 -0.17 -0.398
H -2.7586 0.6140 -1.2031 0.27 0.76 -0.42 0.073
C -1.9101 0.7165 2.2441 8.41 4.90 5.00 -0.393
H 2.6577 -0.3088 -4.3055 0.69 0.62 -0.30 0.047
C 4.7353 -4.9410 -0.1486 -0.95 -0.94 1.50 -0.076
H 2.9356 5.1519 0.0652 -0.63 -0.52 -0.37 0.110
C -3.9282 0.1785 1.7295 -1.93 -0.27 0.31 -0.091
C 1.2895 4.4738 2.1027 -2.24 -0.24 1.36 -0.214
C 2.3713 1.1736 0.5124 2.38 -1.38 -1.49 -0.336
H 5.2627 -0.9997 -4.0399 -0.69 0.27 1.26 0.136
H 3.9178 -2.9032 2.1435 0.38 -0.22 0.56 0.132
H -2.0011 -0.8724 -0.6271 1.21 -0.38 0.04 0.087
H -7.5953 -5.3519 0.9136 -0.22 0.11 0.97 0.072
H 1.2643 -3.0861 3.4121 0.54 1.44 -0.19 0.162
H 3.6158 -2.1406 4.1012 0.95 -1.46 0.02 0.112
C 1.8331 5.3681 0.0451 2.33 -2.10 0.08 -0.109
H 0.3323 1.9152 1.5610 -0.71 1.43 1.42 0.072
H 0.7354 3.4635 -5.0337 0.27 -0.44 0.05 0.144
H 1.6814 1.4323 4.4035 -0.66 -0.03 -0.13 0.115
C 4.6941 0.3963 -2.4806 0.16 1.48 4.40 -0.119
C -0.1474 3.9699 1.6610 1.83 -1.02 3.01 -0.142
H 5.1753 -0.1875 -1.6649 0.65 0.80 -0.22 0.086
H 3.8006 0.7586 -1.9044 0.22 -0.30 -0.91 0.066
H -0.4864 -0.3942 -2.1651 0.79 -0.69 -0.19 0.112
C 3.7903 -2.9697 0.0952 -5.00 6.50 0.73 -0.375
H -5.2117 -6.1087 -2.7643 -0.47 1.04 0.36 0.141
H -0.9485 0.1955 2.2055 1.13 0.72 0.56 0.131
H 2.0336 -0.0392 1.9397 0.38 -4.90 0.12 -0.025
C -3.1385 -2.1623 -2.7538 1.79 -8.15 -2.62 -0.431
C -2.2609 3.2367 -1.8072 -2.16 3.32 1.92 -0.104
H 1.5616 -2.6302 -2.4569 0.06 0.16 0.42 0.106
H -3.2607 2.0786 -3.1097 -0.63 -2.46 -0.75 0.076
C 0.8511 3.2563 -3.9594 0.28 0.00 -0.59 -0.426
H 2.0714 3.7180 2.0221 0.11 -0.29 -0.41 0.116
H 3.8291 -5.2896 -0.6653 0.16 0.11 -0.17 0.106
C 1.1701 -1.7717 -1.8897 0.62 -2.35 1.99 -0.095
H 1.3385 4.8451 3.1670 -0.55 -0.77 -0.94 0.127
O 4.8617 -3.5615 -0.1902 5.15 -3.79 -1.40 -0.095
H 0.4845 2.3453 -3.6371 -2.20 -2.25 -0.18 0.069
O -2.9987 -0.9889 -2.4588 0.89 12.50 1.49 -0.124
C -5.9381 -5.0584 -1.0311 0.81 -0.85 1.05 -0.282
H -8.5061 -4.3102 -0.2957 0.82 -1.05 0.38 0.106
H 2.7173 -4.0421 1.6117 0.25 -1.95 0.12 0.119
H 0.9558 2.4693 -0.3156 -0.68 -1.04 0.25 0.085
C -3.1879 3.0954 -2.9510 1.28 0.19 0.21 -0.293
C -4.2742 -2.8823 -2.2176 -1.88 -2.62 -2.19 -0.185
H -6.3807 -4.7789 -3.0185 0.25 -0.12 -0.06 0.122
C 4.3806 -0.5933 -3.4457 -0.35 -1.80 -3.42 -0.350
H -4.4534 -0.6763 1.3825 -0.61 -0.90 -0.44 0.069
H 0.4920 0.6676 -0.0070 -1.38 -0.05 0.28 0.082
H -0.5593 4.1954 -3.3297 -1.60 0.69 0.09 0.018
O -2.4218 3.6458 -4.0334 -0.63 0.37 0.56 -0.053
N -4.3865 -4.2079 -2.9336 1.55 0.66 1.30 -0.053
H -3.6581 -0.7264 -0.5935 -0.55 0.13 0.39 0.071
O 2.0170 0.8383 1.7963 -0.32 5.92 1.48 -0.033
O 2.0761 -1.5214 5.2425 -0.14 0.64 0.34 -0.156
H 0.1673 -0.0909 -4.3232 1.43 0.31 0.56 0.139
C 1.2197 1.3814 -0.3242 -2.15 1.03 -2.30 -0.104
C 1.7034 -2.0821 3.0521 -0.35 -2.97 -1.06 -0.161
H -0.2688 -1.7773 -3.2470 -1.09 -0.49 -0.54 0.101
C 2.1789 3.0874 -3.4743 3.56 -1.88 0.85 -0.099
O -2.5827 -0.1206 1.6446 -6.34 -5.64 -3.87 -0.138
C 0.2658 -1.0269 -2.7149 -2.72 1.25 0.25 -0.350
H 1.3481 -2.6594 1.0686 0.41 1.49 1.18 0.140
H -2.0642 0.8618 3.3077 -0.71 -0.28 0.77 0.135
H -1.5918 1.8898 0.6480 -0.06 0.36 -1.61 0.078
H 1.3069 1.1744 -1.3917 0.69 -0.09 -0.05 0.068
H -2.4765 2.7217 1.8497 -0.52 1.43 0.56 0.112
C 3.1380 -3.0909 1.4197 3.51 -1.35 1.93 -0.277
H 0.0069 2.5024 3.9587 -1.17 0.47 -1.10 0.019
H 1.3075 4.6103 -0.6020 0.10 0.75 0.95 0.085
H 3.2897 0.1349 5.9775 -0.47 -0.36 -0.60 0.091
H -1.4325 2.6011 -1.9405 1.30 -0.32 0.34 0.060
H -4.1381 0.9583 0.9845 -0.45 0.45 0.79 0.102
N -0.2963 2.5496 2.1312 -1.43 0.72 -1.37 -0.031
O 3.5793 -0.0080 -4.4835 -1.23 -0.98 0.15 -0.111
H -5.1706 -5.5300 -0.3757 -0.29 0.22 -0.10 0.134
H 4.0734 -1.8986 -0.0557 -0.76 -0.11 0.45 0.144
H 3.6018 -1.4463 6.6547 0.09 -0.23 -0.08 0.090
H -3.1204 -2.1750 -3.8440 -0.27 -0.78 -0.33 0.151
```
Positions in Å, forces in eV/Å.

LUMO level ... 0.2 eV
Highest occupied orbital energy ... -9.051 eV
SMILES ... COCCNCCOC.COCCNCCOC.COCCNCCOC.CCO.CCO.CCO.CCO.CCO.CCO
Total charge ... 0
Orbital gap ... 9.22 eV
Maximum force ... 0.24535 Eh/bohr

=====

Record 2
Density functional theory data (ωB97M-V with the def2-TZVPD basis set) for 2 unconnected molecules or ions with the total composition C4H12 at a distorted geometry.

XYZ file:
```
16
Properties=species:S:1:pos:R:3:forces:R:3:lowdin_charge:R:1
H -1.1969 -0.7604 -2.9672 -0.28 1.02 -0.05 0.048
H 1.0720 0.2403 2.7604 0.38 -1.17 -0.40 0.040
H 1.0783 0.1527 0.3475 0.42 1.29 -0.28 0.065
H -0.0074 0.1202 -1.7384 -2.13 -1.20 -0.86 0.078
H 1.2318 2.1350 0.2487 -1.36 -2.52 0.52 0.117
C 1.1761 1.1621 2.2217 2.54 1.22 0.83 -0.205
H -1.0272 -1.5856 -0.1856 -0.07 1.10 5.27 -0.009
H -1.7464 -2.4785 -1.3021 -1.38 -0.60 -0.71 0.053
H 2.2899 1.5407 2.3361 -2.06 -1.03 -0.20 0.098
C 0.7633 1.1553 0.7390 1.81 0.49 0.71 -0.183
H -1.8212 0.0524 -1.2619 1.12 -0.30 -2.42 0.095
H -0.2912 1.0535 0.7038 -1.19 0.70 -0.45 0.028
H 0.6455 1.7525 2.9633 -0.52 1.02 -0.68 0.046
C -1.0129 -0.4744 -1.9342 0.73 0.08 3.19 -0.143
C -0.9485 -1.8146 -1.1313 0.22 0.67 -4.09 -0.175
H -0.0948 -2.3938 -1.2763 1.76 -0.77 -0.39 0.047
```
Positions in Å, forces in eV/Å.

LUMO level ... 1.1 eV
Highest occupied orbital energy ... -11.422 eV
SMILES ... CC.CC
Total charge ... 0
Orbital gap ... 12.49 eV
Maximum force ... 0.10479 Eh/bohr

=====

Record 3
Density functional theory data (ωB97M-V with the def2-TZVPD basis set) for C4H10N2O3 in the gas phase at a distorted geometry.

XYZ file:
```
19
Properties=species:S:1:pos:R:3:forces:R:3:lowdin_charge:R:1
H 1.5049 -1.4270 -1.8867 -0.16 0.02 0.13 0.106
H -1.3026 -1.3730 -1.1552 0.10 0.08 0.04 0.119
C -1.8581 0.4253 -0.3176 -0.09 0.04 0.28 -0.125
H 0.8703 -0.1590 2.8930 -0.03 0.10 -0.02 0.082
N 0.8603 -0.8298 0.9468 0.07 -0.46 0.03 0.003
H 0.8519 -1.8165 1.1852 0.06 0.18 -0.11 0.127
H -1.3787 1.3849 -0.1335 -0.19 0.03 0.11 0.071
H -0.7634 -0.2582 2.2272 0.10 0.13 -0.06 0.071
H 0.3478 1.0430 1.7051 -0.08 -0.09 0.15 0.072
N -0.8983 -0.4734 -0.9168 0.22 -1.41 0.07 -0.010
O 0.8851 1.7401 -0.4257 -0.35 0.05 0.01 0.110
C 0.2791 -0.0064 1.9890 -0.16 -0.02 0.06 -0.106
O 1.6672 0.5227 -2.1363 -0.71 0.30 0.43 0.098
C 0.5241 -0.6868 -0.4293 -1.46 1.51 -0.68 -0.526
H 1.3224 2.4505 -0.9247 -0.08 -0.24 -0.11 0.144
H -2.3103 0.0584 0.6136 0.10 0.11 -0.02 0.069
H -2.6706 0.5876 -1.0302 0.09 0.02 0.01 0.082
O 1.0436 -1.7747 -1.1008 -0.14 -0.02 -0.01 0.053
C 1.0253 0.5924 -1.1030 2.71 -0.30 -0.31 -0.438
```
Positions in Å, forces in eV/Å.

LUMO level ... 0.7 eV
Highest occupied orbital energy ... -8.771 eV
SMILES ... CNC(O)(NC)C(=O)O
Total charge ... 0
Orbital gap ... 9.45 eV
Maximum force ... 0.05333 Eh/bohr

=====

Record 4
Density functional theory data (ωB97M-V with the def2-TZVPD basis set) for 9 unconnected molecules or ions with the total composition H18O9 at a distorted geometry.

XYZ file:
```
27
Properties=species:S:1:pos:R:3:forces:R:3:lowdin_charge:R:1
H 7.5339 22.2176 -0.1779 0.74 0.29 0.59 -0.010
H 11.4871 17.4535 -0.8740 0.45 0.19 -0.26 0.078
O 8.8126 21.1517 1.3117 -0.26 0.35 0.38 -0.048
H 13.9094 18.7715 -0.1581 0.18 0.07 -0.70 -0.012
H 6.2031 22.0508 -0.8077 -0.47 0.02 -0.24 0.032
O 11.3020 19.8247 2.4744 -0.50 -1.34 1.08 -0.026
H 11.1621 19.8918 -0.1550 0.16 -0.65 -0.53 -0.009
H 10.1654 17.8662 -0.3762 -2.10 -0.76 1.02 0.029
H 11.7433 20.1053 3.2746 0.20 0.25 0.18 0.067
H 11.3929 20.5031 1.8307 0.32 1.29 -1.16 0.002
O 7.1356 22.0153 -1.0149 -0.25 -0.28 -0.37 -0.037
H 10.2515 21.0393 0.2418 0.32 0.00 -0.41 0.014
H 15.3129 18.8081 -0.6377 0.23 0.10 -0.30 0.038
H 10.5749 21.0299 -2.0217 0.74 0.82 1.55 -0.022
O 10.9195 18.2234 -0.7709 1.60 0.34 -0.70 0.000
H 12.0301 19.9159 -2.8900 -0.51 0.04 -0.28 -0.036
H 13.5111 17.7425 2.0688 0.56 -1.09 0.69 0.053
H 7.9651 20.6872 1.2856 0.28 0.01 0.22 0.071
O 14.4231 18.9233 -0.9831 0.00 -0.10 0.66 -0.075
O 11.1018 20.8491 -0.2065 -0.35 0.93 0.95 -0.065
H 9.5543 20.2178 -2.6544 -0.32 -0.33 -0.34 0.047
H 9.0232 21.3740 2.2353 -0.31 -0.33 -0.45 0.077
H 12.5923 18.7934 1.6701 -1.81 1.14 0.41 -0.024
H 13.5022 19.7069 -2.6334 0.43 -0.23 0.29 -0.015
O 12.8112 19.5002 -3.2608 0.23 -0.13 -0.32 -0.075
O 13.3898 18.3895 1.3989 1.16 -0.32 -0.65 -0.014
O 10.3578 20.6912 -2.8687 -0.70 -0.27 -1.31 -0.037
```
Positions in Å, forces in eV/Å.

LUMO level ... -0.3 eV
Highest occupied orbital energy ... -9.247 eV
SMILES ... O.O.O.O.O.O.O.O.O
Total charge ... 0
Orbital gap ... 8.97 eV
Maximum force ... 0.04782 Eh/bohr